ORCA calculation (wB97M-V/def2-TZVPD) on a molecular structure, C9H27F2KNO16P3S2.

Summary:
Gap between HOMO and LUMO   7.2 eV
Net charge   0
Total energy   -4237.96342 Eh
HOMO energy   -8.6558 eV
LUMO energy   -0.053 Ha

```
61
Properties=species:S:1:pos:R:3:mulliken_charge:R:1
K -1.2616 0.4670 -1.1672 0.986
N -3.4419 -3.3593 -2.6193 -0.266
S -4.8738 -3.8652 -2.5473 1.056
O -5.5442 -3.7291 -1.2798 -0.538
O -5.2630 -4.9696 -3.4196 -0.578
F -5.4337 -2.5588 -3.4012 -0.344
S -2.8838 -4.4644 -1.5086 1.100
O -2.9942 -5.8818 -1.8214 -0.567
O -3.0459 -4.0298 -0.1270 -0.544
F -1.2362 -4.3395 -1.7341 -0.312
C 3.8523 3.8641 0.6971 -0.772
O 4.0488 3.8239 2.1048 -0.293
P 2.7569 3.5016 3.0973 0.980
O 1.6513 2.9607 2.3190 -0.645
O 2.4753 4.8409 3.9564 -0.318
C 3.2932 5.9635 4.0632 -0.655
O 3.3200 2.4620 4.1941 -0.331
C 4.3816 2.8801 5.0142 -0.520
H 2.8462 4.1574 0.3975 0.339
H 4.3430 3.1204 0.0693 0.269
H 4.3119 4.8077 0.4029 0.307
H 2.7109 6.7461 3.5769 0.256
H 4.2186 5.8223 3.5047 0.385
H 3.5012 6.1581 5.1153 0.251
H 4.1096 2.9632 6.0665 0.235
H 4.7405 3.8498 4.6693 0.263
H 5.1615 2.1224 4.9378 0.251
C 2.2073 -4.6382 -6.0995 -0.616
O 1.9872 -3.3513 -5.6243 -0.329
P 3.1849 -2.3863 -4.9472 0.967
O 2.5605 -1.4427 -3.9537 -0.637
O 4.4075 -3.4085 -4.5180 -0.260
C 5.5227 -2.8314 -3.8619 -0.878
O 3.7508 -1.6084 -6.2519 -0.314
C 4.8189 -0.6848 -6.1538 -0.619
H 3.1845 -5.0035 -5.7836 0.282
H 2.2393 -4.5762 -7.1873 0.265
H 1.5175 -5.2803 -5.5518 0.273
H 6.3674 -2.5641 -4.4968 0.345
H 6.0222 -3.5291 -3.1896 0.311
H 5.4287 -1.8795 -3.3393 0.402
H 4.5039 0.1716 -6.7501 0.268
H 5.6480 -1.1047 -6.7233 0.249
H 5.1697 -0.4805 -5.1422 0.293
C -5.2397 3.2192 2.8794 -0.709
O -5.6965 2.1054 3.6983 -0.303
P -5.3059 0.6156 3.3376 1.031
O -4.5413 0.4043 2.0796 -0.598
O -4.6156 0.1216 4.7002 -0.353
C -4.0842 -1.2236 4.7718 -0.670
O -6.6990 -0.2028 3.3205 -0.323
C -7.5550 0.0075 2.1864 -0.651
H -4.7473 3.9283 3.5448 0.293
H -6.0797 3.7091 2.3870 0.297
H -4.5564 3.1206 2.0359 0.302
H -4.3817 -1.9152 3.9837 0.331
H -4.3671 -1.6815 5.7197 0.263
H -3.0063 -1.1345 4.6361 0.267
H -6.9860 0.3532 1.3233 0.304
H -8.2969 0.7616 2.4491 0.258
H -8.1073 -0.9046 1.9603 0.267
```

***

ORCA calculation (wB97M-V/def2-TZVPD) on a molecular structure, C9H27InO12P3.

Summary:
Gap between HOMO and LUMO   1.2 eV
Net charge   +3
Total energy   -2475.08460 Eh
HOMO energy   -16.7253 eV
LUMO energy   -0.570 Ha

```
52
Properties=species:S:1:pos:R:3:mulliken_charge:R:1
In 2.7313 0.0290 -0.0844 1.001
C -1.4001 1.1528 -7.8652 -0.580
O -1.3639 1.0813 -6.4626 -0.246
P -0.5142 -0.0735 -5.6743 1.044
O -0.2182 0.3706 -4.2776 -0.508
O 0.7279 -0.3629 -6.6922 -0.274
C 1.8628 0.4983 -6.7765 -0.698
O -1.4361 -1.3939 -5.6839 -0.236
C -2.7994 -1.3903 -5.4132 -0.572
H -0.7245 1.9183 -8.2468 0.271
H -2.3818 1.6185 -7.9529 0.263
H -1.1909 0.1355 -8.1961 0.422
H 2.0087 0.9436 -7.7606 0.307
H 2.7649 -0.0931 -6.6201 0.293
H 1.9265 1.3118 -6.0537 0.347
H -2.8880 -2.4151 -5.0526 0.250
H -3.3370 -1.0923 -6.3134 0.276
H -3.0689 -0.7124 -4.6033 0.358
C -1.4553 4.7321 3.5296 -0.703
O -2.6125 4.5603 2.8148 -0.179
P -2.4145 4.1219 1.2924 1.073
O -1.1809 3.2839 1.0094 -0.546
O -3.7924 3.3809 0.9805 -0.262
C -4.0683 2.1758 1.7495 -0.610
O -2.5369 5.5754 0.4627 -0.305
C -3.7398 6.4020 0.3835 -0.533
H -0.4745 4.8069 3.0600 0.353
H -1.4421 3.8580 4.1806 0.305
H -1.4180 5.5969 4.1921 0.295
H -4.8488 2.4695 2.4514 0.281
H -3.1992 1.7549 2.2551 0.319
H -4.4772 1.4142 1.0856 0.262
H -3.4305 7.4291 0.5767 0.294
H -4.2681 6.1651 1.3070 0.305
H -4.3354 6.3242 -0.5261 0.274
C 3.1316 -6.6599 3.3399 -0.498
O 4.2634 -5.8847 3.8386 -0.299
P 3.8185 -4.4197 4.3509 1.022
O 3.5180 -3.5263 3.1801 -0.529
O 2.5908 -4.8924 5.3294 -0.215
C 1.4749 -4.0192 5.4587 -0.701
O 5.0189 -4.0052 5.4233 -0.210
C 5.7457 -2.7703 5.4468 -0.556
H 3.1727 -7.7006 3.6615 0.308
H 3.0968 -6.5950 2.2524 0.309
H 2.1450 -6.2114 3.4564 0.225
H 0.6544 -4.3339 4.8137 0.302
H 1.5037 -2.9315 5.3938 0.323
H 1.0816 -4.1436 6.4676 0.320
H 6.7767 -2.9959 5.7191 0.265
H 5.2238 -2.2884 6.2735 0.303
H 5.7788 -2.1994 4.5189 0.289
```

***

ORCA calculation (wB97M-V/def2-TZVPD) on a molecular structure, C9H28ClN6O4Sr.

Summary:
Gap between HOMO and LUMO   10.2 eV
Net charge   +1
Total energy   -1479.83692 Eh
HOMO energy   -12.8616 eV
LUMO energy   -0.097 Ha

```
49
Properties=species:S:1:pos:R:3:mulliken_charge:R:1
Sr 0.4825 0.0345 0.2125 1.305
N -0.8340 -2.3040 0.6908 -0.403
C -2.0233 -1.9639 1.4862 -0.815
C -2.9170 -1.0069 0.7116 -1.002
N -2.3405 0.3444 0.5720 1.155
C -2.9521 1.0296 -0.5761 -1.082
C -2.2605 0.7013 -1.8869 -0.698
N -0.8891 1.2485 -1.8796 -0.397
C -2.5857 1.1031 1.8129 -0.994
C -1.7197 2.3422 1.9654 -0.931
N -0.2968 1.9766 1.9949 -0.277
H -1.0856 -2.9719 -0.0298 0.214
H -0.1357 -2.7507 1.2792 0.203
H -1.6778 -1.5094 2.4153 0.334
H -2.6095 -2.8446 1.7612 0.472
H -3.9056 -0.9507 1.1863 0.335
H -3.0706 -1.4211 -0.2880 0.450
H -2.8803 2.1078 -0.4208 0.368
H -4.0217 0.7950 -0.6470 0.336
H -2.8613 1.0868 -2.7146 0.487
H -2.1886 -0.3816 -2.0164 0.312
H -0.9411 2.2628 -1.8434 0.188
H -0.4313 1.0338 -2.7595 0.187
H -2.3731 0.4458 2.6585 0.431
H -3.6454 1.3822 1.8879 0.315
H -2.0413 2.8630 2.8718 0.447
H -1.8715 3.0347 1.1358 0.391
H -0.0907 1.4309 2.8303 0.189
H 0.2749 2.8107 2.0728 0.193
N 1.2787 -1.5038 -1.8772 -0.309
C 2.7395 -1.7333 -2.0077 -0.701
C 3.5105 -0.4669 -2.3515 -0.628
C 3.7094 0.5183 -1.2048 -0.600
N 2.5199 1.3673 -0.9733 -0.429
H 0.8458 -2.3938 -1.6462 0.145
H 0.9103 -1.2582 -2.7919 0.171
H 2.9404 -2.4894 -2.7710 0.446
H 3.0947 -2.1245 -1.0552 0.329
H 3.0422 0.0383 -3.2056 0.286
H 4.4991 -0.7768 -2.6942 0.361
H 4.5883 1.1338 -1.4119 0.445
H 3.9091 -0.0303 -0.2834 0.260
H 2.3526 1.9358 -1.7974 0.186
H 2.7380 2.0164 -0.2215 0.229
O 3.1762 -1.2852 3.3819 -0.660
Cl 2.2721 -0.8444 2.3950 1.353
O 2.3631 -1.6461 1.1753 -0.539
O 0.8853 -0.9265 2.8502 -0.517
O 2.5171 0.5404 2.0072 -0.540
```

***

ORCA calculation (wB97M-V/def2-TZVPD) on a molecular structure, C9H28ClN6O4Sr.

Summary:
Gap between HOMO and LUMO   10.1 eV
Net charge   +1
Total energy   -1479.82721 Eh
HOMO energy   -12.6495 eV
LUMO energy   -0.093 Ha

```
49
Properties=species:S:1:pos:R:3:mulliken_charge:R:1
Sr 0.0547 0.1528 -0.1092 1.236
N 1.5752 0.5737 2.1394 -0.411
C 1.3633 -0.5374 3.0862 -0.820
C 1.7596 -1.8548 2.4563 -1.027
N 0.8644 -2.2699 1.3640 1.195
C 1.5718 -3.2056 0.4749 -1.165
C 2.3734 -2.5152 -0.6076 -0.726
N 1.4715 -1.7589 -1.4893 -0.307
C -0.3372 -2.9139 1.9201 -1.035
C -1.4919 -3.0073 0.9391 -0.970
N -1.8710 -1.6698 0.4720 -0.239
H 2.5618 0.8149 2.1153 0.208
H 1.1059 1.4045 2.4913 0.217
H 0.3067 -0.5312 3.3616 0.337
H 1.9158 -0.3960 4.0191 0.476
H 1.8176 -2.6398 3.2238 0.340
H 2.7730 -1.7601 2.0565 0.466
H 0.8417 -3.8619 -0.0031 0.399
H 2.2244 -3.8675 1.0601 0.349
H 2.9647 -3.2632 -1.1436 0.474
H 3.0861 -1.8102 -0.1702 0.316
H 0.8432 -2.3988 -1.9679 0.174
H 1.9865 -1.2901 -2.2269 0.157
H -0.6604 -2.3400 2.7916 0.458
H -0.0944 -3.9179 2.2973 0.317
H -2.3162 -3.5314 1.4320 0.450
H -1.2227 -3.6112 0.0706 0.392
H -2.2038 -1.1141 1.2579 0.185
H -2.6600 -1.7076 -0.1647 0.178
N 2.2281 1.5918 -1.1263 -0.305
C 1.9407 2.7047 -2.0601 -0.754
C 1.2671 2.2541 -3.3445 -0.506
C -0.2200 1.9473 -3.2708 -0.691
N -0.5136 0.5777 -2.7835 -0.387
H 2.5698 1.9976 -0.2589 0.153
H 3.0193 1.0625 -1.4842 0.185
H 2.8559 3.2502 -2.3051 0.428
H 1.2896 3.4074 -1.5362 0.349
H 1.8041 1.3997 -3.7776 0.244
H 1.3993 3.0587 -4.0722 0.354
H -0.6660 2.1056 -4.2559 0.440
H -0.7173 2.6408 -2.5887 0.306
H -0.2492 -0.0894 -3.5036 0.212
H -1.5263 0.4944 -2.7200 0.199
O -2.6356 3.0831 1.1534 -0.626
Cl -1.7588 2.0476 0.7827 1.410
O -0.4347 2.5508 0.3437 -0.586
O -1.4870 1.0998 1.8768 -0.501
O -2.2591 1.2329 -0.3380 -0.548
```

***

ORCA calculation (wB97M-V/def2-TZVPD) on a molecular structure, C9H28EuF6N2O2S2SbSe2Si2Te2.

Summary:
Multiplicity   8
Gap between HOMO and LUMO (spin up / spin down)   4.2 / 5.0 eV
Net charge   -1
Total energy   -8883.95844 Eh
HOMO energy (spin up / spin down)   -2.4839 / -4.6359 eV
LUMO energy (spin up / spin down)   0.064 / 0.013 Ha

```
57
Properties=species:S:1:pos:R:3:mulliken_spin:R:1
Eu -2.4375 0.8379 0.6485 4.020
Se 3.6975 1.2607 -0.4458 0.660
Te 2.4406 -0.5907 0.4419 0.352
Te 0.8014 3.6076 1.1878 1.170
Se -0.3037 4.0224 -0.8777 0.348
F -2.2450 -1.2341 0.2830 -0.003
Sb -5.3151 -2.4523 1.3262 0.000
F -4.3963 1.4282 1.0635 -0.004
F -6.4143 -3.6050 0.3305 0.000
F -6.8862 -1.9879 2.3458 0.000
F -4.8932 -3.8537 2.6170 0.000
F -1.2474 1.0417 2.3820 -0.002
C 1.4954 0.8397 -3.3682 -0.001
Si 1.7398 -1.0012 -2.9889 -0.001
C 0.5790 -1.9228 -4.1466 0.000
C 3.5343 -1.5992 -3.3063 0.002
C 1.1440 -1.4192 -1.2433 0.010
Si 0.8257 -3.2470 -0.7880 -0.029
C 2.2880 -4.2998 -1.4131 0.007
C -0.8552 -3.8300 -1.5020 0.000
C 0.6042 -3.6139 1.0361 0.010
H 0.4577 1.0103 -3.7187 0.003
H 2.1815 1.1394 -4.1941 -0.002
H 1.7117 1.5362 -2.5354 0.004
H 0.4691 -1.2645 -5.0590 0.000
H -0.3990 -2.0235 -3.7162 0.000
H 1.0091 -2.8928 -4.5022 0.000
H 3.6641 -1.6069 -4.4422 0.000
H 3.7745 -2.5867 -2.8887 -0.001
H 4.2931 -0.8940 -2.9451 0.003
H 0.2652 -0.7803 -1.1086 -0.015
H 2.2888 -4.4597 -2.5194 0.001
H 2.2455 -5.3222 -0.9266 0.001
H 3.2725 -3.8034 -1.1931 -0.002
H -0.8373 -4.2247 -2.5371 0.000
H -1.5783 -2.9697 -1.5316 0.000
H -1.2896 -4.6419 -0.8581 0.000
H 1.4973 -3.5054 1.6542 0.003
H 0.2331 -4.6600 1.1193 0.001
H -0.1273 -2.9016 1.3739 0.001
C -1.4735 7.8568 4.1546 0.002
O -0.8258 6.6658 3.5008 0.002
C -1.6823 5.6470 3.3505 0.044
S -3.2103 5.5865 3.9038 0.067
S -1.2599 4.1571 2.5723 0.313
H -0.6159 8.5088 4.3899 0.001
H -1.9047 7.5566 5.0979 -0.001
H -2.1514 8.3709 3.4399 0.000
O -2.1204 1.1702 -1.7398 -0.013
H -1.4095 1.8652 -1.7206 0.032
H -2.5941 1.2402 -2.5944 0.007
N 2.5980 0.8091 3.7509 0.005
N 1.4890 1.6986 3.3839 0.028
H 2.6110 0.6675 4.7767 0.000
H 3.4119 1.3614 3.4567 -0.001
H 1.1213 2.2001 4.2194 0.000
H 0.7285 1.1081 3.0035 -0.023
```

***

ΔE to the lowest compared entry with this formula, charge and spin in eV, matching the order above: 5.730, 3.293, 0.079, 0.343, 0.400